Computed, not measured: a structure of composition C31H34MgN3O5PS, with wB97M-V/def2-TZVPD.

Cartesian coordinates (Å):
Mg1 8.5694 13.0258 10.2184
C1 10.4125 9.1119 11.2894
C2 9.5671 10.3567 11.0997
N1 9.8234 11.2425 10.2100
O1 10.9465 11.0295 9.4414
C3 8.3728 10.6140 11.9330
C4 7.9236 9.5655 12.8974
N2 7.7684 11.7374 11.7267
O2 6.6914 12.0543 12.3731
H1 11.4712 9.3582 11.1728
H2 10.1336 8.4327 10.5123
H3 10.1816 8.6404 12.2420
H4 11.1304 11.9459 9.1609
H5 7.8166 8.5926 12.4137
H6 6.9782 9.8593 13.3166
H7 8.6385 9.4248 13.7163
O3 12.1532 14.0992 11.3097
S1 10.8381 14.4387 10.8156
O4 10.5028 13.8857 9.4806
O5 9.7229 14.0139 11.6898
C5 10.7805 16.2144 10.7063
C6 11.9296 16.8460 11.1613
C7 12.0247 18.2236 11.1208
C8 10.9382 18.9526 10.6455
C9 9.7742 18.3315 10.2101
C10 9.6888 16.9360 10.2014
P1 8.1926 16.0589 9.5613
C11 8.1680 16.5075 7.7765
C12 7.1052 16.0724 6.9467
C13 7.1666 16.1458 5.5698
C14 8.3243 16.6459 4.9511
C15 9.3539 17.0974 5.7367
C16 9.2613 17.0835 7.1374
C17 6.8419 17.0264 10.3844
C18 6.6697 16.7189 11.7480
C19 5.6993 17.3288 12.5361
C20 4.8202 18.2777 11.9891
C21 4.9630 18.5540 10.6220
C22 5.9602 17.9626 9.8452
H8 12.7360 16.2010 11.4714
H9 12.9330 18.7155 11.4480
H10 10.9949 20.0199 10.5899
H11 8.9503 18.9060 9.8075
H12 6.2095 15.6365 7.4025
H13 6.3384 15.8236 4.9485
H14 8.3979 16.6594 3.8688
H15 10.2618 17.4759 5.2612
H16 10.1010 17.4618 7.7117
H17 7.2726 15.9630 12.2072
H18 5.6220 17.0970 13.6073
H19 4.0298 18.7601 12.5712
H20 4.2769 19.2269 10.1358
H21 6.0672 18.2156 8.7910
C23 2.8986 14.5930 9.9409
N3 3.8196 13.4880 10.2044
C24 3.9729 13.2619 11.6591
C25 5.1764 13.7834 9.5581
C26 5.6457 12.7962 8.5309
C27 4.7604 12.2079 7.6302
C28 5.2341 11.2675 6.7234
C29 6.5751 10.9674 6.7563
C30 7.4525 11.5951 7.6402
C31 7.0236 12.5113 8.6034
H22 1.9275 14.3193 10.3526
H23 2.8335 14.7206 8.8786
H24 3.2871 15.4865 10.4102
H25 3.4579 12.6188 9.7655
H26 4.3774 14.1946 12.0580
H27 4.6770 12.4260 11.8075
H28 2.9809 13.0153 12.0487
H29 5.8948 13.7645 10.3867
H30 5.0725 14.8202 9.1888
H31 3.6886 12.4216 7.6233
H32 4.5567 10.8322 6.0045
H33 6.9807 10.2803 6.0419
H34 8.4912 11.2673 7.5689

Properties
E_tot (Eh): -2681.74417
Gap between HOMO and LUMO (eV): 7.0
2S+1: 1
Molecular weight (g/mol): 615.98

These are the Löwdin partial charges, in e, on atoms 1 to 6: 0.59, 0.01, -0.24, -0.05, -0.03, -0.29

=====

Computed, not measured: a structure of composition C31H34N3O3PdSSb2, with wB97M-V/def2-TZVPD.

Cartesian coordinates (Å):
Pd1 -0.1594 -0.5326 0.0235
N1 -1.2690 -2.0734 4.1682
C1 -0.8004 -1.3377 5.2495
C2 -1.0387 -1.7790 6.5480
C3 -0.5642 -1.0517 7.6265
C4 0.1488 0.1303 7.4291
C5 0.3857 0.5879 6.1444
C6 -0.0800 -0.1399 5.0569
S1 0.2425 0.4318 3.4209
N2 -0.4290 -0.7129 2.4587
C7 -1.0982 -1.7566 2.8655
C8 -1.6939 -2.6193 1.8223
C9 -2.7799 -3.4573 2.0737
C10 -3.3062 -4.2150 1.0369
C11 -2.7359 -4.1143 -0.2223
C12 -1.6593 -3.2520 -0.3919
N3 -1.1512 -2.5233 0.5939
H1 -1.7672 -2.9243 4.4064
H2 -1.5991 -2.6883 6.7062
H3 -0.7479 -1.4067 8.6279
H4 0.5179 0.6894 8.2751
H5 0.9348 1.5017 5.9813
H6 -3.2402 -3.5044 3.0486
H7 -4.1476 -4.8675 1.2133
H8 -3.1162 -4.6877 -1.0528
H9 -1.1736 -3.1580 -1.3603
C13 -0.1270 -1.3199 -4.3476
Sb1 -0.4422 0.0007 -2.6519
C14 -2.3432 0.7869 -3.2872
C15 1.1083 1.4924 -3.3527
C16 2.3663 0.8043 -3.6235
C17 2.6849 0.4536 -4.9408
C18 3.8321 -0.2466 -5.2477
C19 4.7029 -0.6488 -4.2221
C20 4.4321 -0.2934 -2.9224
C21 3.2931 0.4574 -2.5869
C22 3.1293 0.8742 -1.2053
Sb2 2.4072 -0.7894 0.1412
C23 3.4811 -0.0452 1.8629
C24 3.5475 -2.5213 -0.4594
H10 -0.2384 -0.7094 -5.2366
H11 -0.8722 -2.1075 -4.3699
H12 0.8658 -1.7579 -4.3388
H13 -2.1854 1.5451 -4.0494
H14 -2.8879 1.2031 -2.4449
H15 -2.9079 -0.0457 -3.7000
H16 1.1418 2.2346 -2.5613
H17 0.6702 1.8993 -4.2609
H18 2.0185 0.7518 -5.7357
H19 4.0609 -0.4898 -6.2738
H20 5.5843 -1.2239 -4.4604
H21 5.1251 -0.5585 -2.1357
H22 2.4021 1.6661 -1.0432
H23 4.0871 1.1178 -0.7497
H24 4.5503 -0.0885 1.6729
H25 3.2569 -0.6544 2.7345
H26 3.1830 0.9863 2.0486
H27 4.6095 -2.3305 -0.3436
H28 3.3239 -2.7835 -1.4920
H29 3.2656 -3.3504 0.1864
O1 -1.1370 3.2852 -2.2911
C25 -2.0109 3.7340 -1.3667
C26 -2.7544 4.9031 -1.5587
C27 -3.7277 5.2678 -0.6531
C28 -3.9680 4.4816 0.4718
C29 -3.2143 3.3353 0.6926
C30 -2.2305 2.9599 -0.2086
C31 -1.4455 1.7106 -0.0134
O2 -0.1977 1.7204 -0.2135
O3 -2.0549 0.6602 0.2973
H30 -1.0793 3.9207 -3.0219
H31 -2.5675 5.5099 -2.4319
H32 -4.3026 6.1658 -0.8107
H33 -4.7262 4.7654 1.1826
H34 -3.3793 2.7306 1.5720

Properties
E_tot (Eh): -2597.20472
Gap between HOMO and LUMO (alpha / beta) (eV): 3.0 / 3.1
2S+1: 1
Molecular weight (g/mol): 878.64
Total charge: +3

These are the Löwdin partial charges, in e, on atoms 1 to 6: 0.60, 0.16, -0.22, 0.01, -0.02, -0.03